(1)
ORCA calculation (wB97M-V/def2-TZVPD) on C36H33BF4N7P2S4SbSe2W as an isolated structure in a non-equilibrium geometry.

The geometry in XYZ format:
```
91
Properties=species:S:1:pos:R:3:mulliken_charge:R:1
W 1.93 0.38 -2.40 -0.65
C 1.86 -4.86 0.84 -0.81
C 2.99 -4.47 -0.10 -0.47
N 3.46 -3.11 0.14 -0.11
C 3.42 -2.09 -0.75 0.62
S 3.06 -2.25 -2.39 -0.31
N 3.75 -0.92 -0.23 -1.65
N 3.69 0.09 -1.18 1.78
C 4.69 0.91 -1.15 0.58
C 5.89 0.73 -0.29 -1.88
C 4.55 2.10 -2.01 0.97
C 5.54 3.06 -2.13 -0.93
C 5.31 4.16 -2.94 -0.56
C 4.08 4.28 -3.56 -1.08
C 3.13 3.28 -3.39 -0.11
N 3.38 2.20 -2.66 0.47
H 1.56 -5.89 0.66 0.37
H 1.00 -4.21 0.71 -0.05
H 2.18 -4.79 1.89 0.38
H 2.66 -4.51 -1.14 0.30
H 3.83 -5.17 0.00 0.37
H 3.59 -2.83 1.10 0.28
H 6.02 -0.33 -0.06 0.42
H 5.77 1.26 0.66 0.23
H 6.79 1.10 -0.78 0.50
H 6.47 2.95 -1.59 0.36
H 6.06 4.93 -3.05 0.42
H 3.84 5.13 -4.18 0.41
H 2.14 3.35 -3.81 0.52
S -0.11 -0.15 -6.51 -0.69
Sb 1.30 1.26 -5.46 0.45
S 0.31 1.94 -3.24 -0.49
S 3.16 0.02 -4.46 -0.37
Se -1.49 -0.91 4.03 -0.46
P -2.09 -1.32 2.05 0.84
C -3.70 -0.60 1.65 -0.18
C -4.86 -1.33 1.92 -0.35
C -6.11 -0.75 1.71 -0.77
C -6.21 0.55 1.23 -0.64
C -5.06 1.28 0.97 -0.76
C -3.81 0.70 1.18 0.38
C -2.33 -3.09 1.70 0.26
C -1.99 -4.03 2.66 -0.71
C -2.20 -5.38 2.41 -0.69
C -2.75 -5.78 1.20 -0.43
C -3.09 -4.84 0.24 -0.86
C -2.88 -3.49 0.49 0.00
C -0.86 -0.88 0.77 -0.05
C -0.30 0.20 0.09 -0.83
N 0.68 -0.33 -0.70 1.40
N 0.68 -1.62 -0.55 -0.19
N -0.23 -1.99 0.32 -0.25
P -0.06 1.93 0.46 1.62
Se 1.86 2.46 -0.31 -0.12
C -0.15 2.21 2.24 0.22
C 0.99 2.00 3.00 -0.90
C 0.94 2.16 4.38 -0.71
C -0.25 2.54 4.98 -0.50
C -1.39 2.76 4.23 -0.84
C -1.34 2.57 2.85 0.17
C -1.33 2.97 -0.28 0.50
C -2.15 2.46 -1.29 -0.62
C -3.05 3.30 -1.93 -0.96
C -3.14 4.63 -1.56 -0.65
C -2.32 5.14 -0.56 -0.73
C -1.41 4.31 0.08 -0.43
H -4.79 -2.34 2.29 0.46
H -7.00 -1.33 1.92 0.41
H -7.18 0.99 1.06 0.38
H -5.12 2.29 0.59 0.48
H -2.93 1.28 0.97 0.11
H -1.56 -3.70 3.60 0.33
H -1.93 -6.12 3.15 0.40
H -2.92 -6.83 1.01 0.38
H -3.50 -5.15 -0.71 0.41
H -3.11 -2.76 -0.28 0.45
H 1.92 1.71 2.51 0.34
H 1.83 1.99 4.97 0.40
H -0.29 2.66 6.06 0.36
H -2.32 3.04 4.70 0.40
H -2.24 2.76 2.27 0.36
H -2.06 1.43 -1.59 0.73
H -3.67 2.90 -2.72 0.52
H -3.85 5.28 -2.07 0.42
H -2.38 6.19 -0.29 0.41
H -0.76 4.72 0.84 0.49
F -0.44 -4.29 -1.89 -0.12
B -0.65 -3.34 -2.80 0.38
F 0.72 -0.85 -3.20 -0.26
F -1.60 -2.46 -2.59 -0.11
F -0.07 -3.47 -3.98 -0.15
```

Calculated values
E_HOMO (alpha / beta)   -3.50 / -3.87 eV
HOMO-LUMO gap (alpha / beta)   5.11 / 5.33 eV
Multiplicity   2
E   -260830.2417 eV
Relative energy (zero: lowest compared OMol25 entry of this formula, charge and spin)   2.650 eV
Charge   -1

(2)
ORCA calculation (wB97M-V/def2-TZVPD) on C3H5N3O as an isolated structure in a non-equilibrium geometry.

The geometry in XYZ format:
```
12
Properties=species:S:1:pos:R:3:mulliken_charge:R:1
C -0.70 0.16 -0.23 0.18
C 0.49 -1.05 0.89 0.10
C -1.78 0.23 -0.95 -0.71
O 0.98 2.18 -0.37 -0.36
N 1.53 0.91 -0.06 -0.70
N 0.62 0.02 -0.23 0.57
N 0.21 -2.24 0.62 -0.59
H 1.75 2.76 -0.29 0.37
H 0.39 -2.88 1.39 0.26
H 1.00 -0.64 1.76 0.40
H -2.75 0.33 -0.50 0.23
H -1.74 0.22 -2.04 0.24
```

Calculated values
E_HOMO (alpha / beta)   -7.96 / -7.95 eV
HOMO-LUMO gap (alpha / beta)   8.17 / 8.17 eV
E   -9702.9763 eV
Relative energy (zero: lowest compared OMol25 entry of this formula, charge and spin)   7.608 eV

(3)
ORCA calculation (wB97M-V/def2-TZVPD) on C21H14BrCl3F5GeI2MoN4O3 as an isolated structure.

The geometry in XYZ format:
```
55
Properties=species:S:1:pos:R:3:mulliken_charge:R:1
Mo 0.60 0.41 0.03 1.63
Br 2.58 -1.77 -2.13 -0.05
C 3.03 0.05 -2.07 -0.04
C 4.06 0.52 -2.86 -0.57
C 4.43 1.85 -2.77 -0.42
C 3.76 2.68 -1.87 -0.60
C 2.74 2.13 -1.13 0.50
N 2.36 0.85 -1.23 0.29
C 1.99 2.95 -0.11 0.44
O 2.34 4.04 0.22 -0.59
O 0.91 2.32 0.35 -0.62
H 4.56 -0.16 -3.54 0.46
H 5.22 2.24 -3.39 0.45
H 4.01 3.72 -1.74 0.51
N 1.44 -0.57 1.15 -0.16
C 2.08 -1.37 2.08 0.07
C 2.86 -0.78 3.07 -0.39
C 3.49 -1.58 4.00 -0.56
C 3.35 -2.96 3.93 -0.43
C 2.57 -3.54 2.94 -0.70
C 1.93 -2.75 2.01 0.04
H 2.95 0.30 3.10 0.45
H 4.10 -1.13 4.77 0.38
H 3.85 -3.59 4.66 0.39
H 2.47 -4.62 2.90 0.39
H 1.31 -3.18 1.23 0.47
I -2.07 2.81 -2.12 0.24
I -4.71 1.34 -0.67 -0.71
C -3.52 1.76 3.18 -0.95
N -3.08 0.49 2.59 0.12
C -4.06 -0.61 2.55 -0.73
C -2.13 0.51 1.72 0.32
N -1.21 0.54 1.01 -0.40
H -3.81 1.57 4.21 0.31
H -4.36 2.15 2.60 0.33
H -2.70 2.47 3.16 0.34
H -4.32 -0.86 3.57 0.31
H -3.62 -1.47 2.06 0.19
H -4.94 -0.28 1.99 0.28
Cl 1.12 4.94 -2.77 -0.30
Ge -0.26 3.55 -3.66 0.49
Cl -0.99 4.48 -5.44 -0.30
Cl 0.99 1.93 -4.34 -0.28
F -5.02 -2.99 -2.38 -0.31
C -3.84 -2.40 -2.16 0.56
C -3.24 -1.65 -3.16 0.35
F -3.82 -1.54 -4.35 -0.31
C -2.03 -1.03 -2.93 0.10
F -1.43 -0.38 -3.93 -0.31
C -1.40 -1.11 -1.68 0.22
O -0.23 -0.48 -1.48 -0.40
C -1.99 -1.91 -0.72 0.11
F -1.38 -2.10 0.46 -0.34
C -3.21 -2.54 -0.94 0.07
F -3.76 -3.26 0.03 -0.37
```

Calculated values
E_HOMO (alpha / beta)   -7.26 / -7.26 eV
HOMO-LUMO gap (alpha / beta)   5.62 / 5.76 eV
Multiplicity   2
E   -229882.6979 eV
Relative energy (zero: lowest compared OMol25 entry of this formula, charge and spin)   0.000 eV

(4)
ORCA calculation (wB97M-V/def2-TZVPD) on CH3AgMgO2 as an isolated structure in a non-equilibrium geometry.

The geometry in XYZ format:
```
8
Properties=species:S:1:pos:R:3:mulliken_charge:R:1
O 2.86 -0.06 -0.17 -0.58
Mg 1.40 0.97 -0.60 1.03
O -0.25 0.63 0.13 -0.61
C -1.53 0.14 -0.03 -0.53
Ag 3.30 -1.61 0.82 0.07
H -1.62 -0.64 -0.82 0.21
H -1.85 -0.34 0.92 0.19
H -2.30 0.91 -0.25 0.22
```

Calculated values
E_HOMO (alpha / beta)   -5.83 / -9.44 eV
HOMO-LUMO gap (alpha / beta)   4.50 / 7.10 eV
Multiplicity   3
E   -14620.4704 eV
Relative energy (zero: lowest compared OMol25 entry of this formula, charge and spin)   0.000 eV

(5)
ORCA calculation (wB97M-V/def2-TZVPD) on C22H29N5O4 in the gas phase in a non-equilibrium geometry.

The geometry in XYZ format:
```
60
Properties=species:S:1:pos:R:3:mulliken_charge:R:1
C -3.13 -4.05 0.35 -1.89
C -2.21 -2.96 0.82 1.29
C -2.70 -1.87 1.50 -1.26
C -1.89 -0.83 1.93 -0.71
C -0.53 -0.90 1.67 0.66
O 0.40 0.05 2.00 -0.43
C 0.04 1.20 2.73 -1.12
C -0.54 2.38 1.91 0.35
O -1.87 2.18 1.51 -0.60
C 0.37 2.78 0.74 -1.40
N 0.67 1.69 -0.17 0.16
C -0.13 0.95 -0.98 -0.37
N -1.48 1.17 -1.13 1.17
C -2.23 0.03 -1.63 -0.73
C -3.71 0.23 -1.32 -0.38
C -4.22 1.51 -1.96 -1.02
C -3.36 2.69 -1.50 -0.66
C -1.89 2.41 -1.80 -0.84
N 0.50 -0.08 -1.52 -0.67
C 1.76 -0.01 -1.04 0.76
C 1.91 1.08 -0.21 0.18
C 3.14 1.36 0.46 0.09
O 3.41 2.28 1.21 -0.70
N 4.09 0.40 0.13 -0.04
C 3.99 -0.71 -0.70 0.48
O 4.93 -1.46 -0.87 -0.68
N 2.77 -0.89 -1.31 0.08
C 2.56 -2.01 -2.20 -1.03
C -0.01 -2.01 1.01 -0.51
C -0.83 -3.04 0.58 1.35
C -0.24 -4.21 -0.15 -2.15
H -3.05 -4.18 -0.73 0.36
H -2.86 -5.00 0.81 0.37
H -4.16 -3.82 0.60 0.39
H -3.76 -1.81 1.71 0.34
H -2.33 0.00 2.45 0.39
H 0.98 1.55 3.18 0.54
H -0.67 0.95 3.53 0.45
H -0.58 3.23 2.59 0.60
H -1.89 1.58 0.74 -0.01
H -0.10 3.61 0.20 0.25
H 1.33 3.12 1.14 0.69
H -1.84 -0.87 -1.14 0.07
H -2.08 -0.09 -2.72 0.38
H -4.27 -0.64 -1.68 0.43
H -3.83 0.29 -0.23 0.11
H -5.26 1.68 -1.70 0.43
H -4.16 1.42 -3.05 0.36
H -3.66 3.60 -2.02 0.41
H -3.48 2.83 -0.43 0.31
H -1.27 3.23 -1.46 0.36
H -1.74 2.31 -2.89 0.47
H 5.00 0.51 0.57 0.26
H 1.54 -2.36 -2.07 0.33
H 2.70 -1.70 -3.24 0.27
H 3.29 -2.78 -1.95 0.37
H 1.05 -2.05 0.84 0.47
H -0.63 -4.26 -1.16 0.41
H 0.84 -4.13 -0.19 0.38
H -0.50 -5.14 0.36 0.48
```

Calculated values
E_HOMO   -7.99 eV
HOMO-LUMO gap   8.69 eV
SMILES   Cc1ccc(OC[C@H](O)Cn2c(N3CCCCC3)nc3c2c(=O)[nH]c(=O)n3C)cc1C
E   -38927.6950 eV
Relative energy (zero: lowest compared OMol25 entry of this formula, charge and spin)   0.000 eV

(6)
ORCA calculation (wB97M-V/def2-TZVPD) on C5H10O2 in the gas phase in a non-equilibrium geometry.

The geometry in XYZ format:
```
17
Properties=species:S:1:pos:R:3:mulliken_charge:R:1
O 2.44 0.08 0.76 -0.51
C 1.52 -0.53 -0.12 -0.70
C 0.15 -0.43 0.51 0.34
C -0.41 1.01 0.61 -0.71
C -1.70 0.89 -0.23 -0.34
O -2.10 -0.43 -0.12 -0.41
C -0.91 -1.07 -0.40 -0.62
H 3.30 0.12 0.32 0.31
H 1.49 -0.02 -1.10 0.35
H 1.77 -1.59 -0.30 0.33
H 0.23 -0.88 1.51 0.37
H -0.53 1.34 1.65 0.29
H 0.25 1.73 0.11 0.30
H -1.22 0.86 -1.40 0.17
H -2.56 1.53 0.01 0.36
H -0.65 -0.45 -1.55 0.13
H -1.09 -2.16 -0.28 0.35
```

Calculated values
E_HOMO   -10.05 eV
HOMO-LUMO gap   10.94 eV
SMILES   OC[C@H]1CCOC1
E   -9439.8866 eV
Relative energy (zero: lowest compared OMol25 entry of this formula, charge and spin)   3.156 eV

(7)
ORCA calculation (wB97M-V/def2-TZVPD) on C38H38F5N3P2RhSeSi2 as an isolated structure.

The geometry in XYZ format:
```
90
Properties=species:S:1:pos:R:3:mulliken_charge:R:1
Rh -0.26 -0.78 1.15 -0.40
C 4.06 -1.59 -1.37 -1.24
Si 2.60 -2.05 -0.27 -0.08
C 1.90 -3.65 -0.94 -1.12
C 3.34 -2.36 1.42 -1.13
N 1.37 -0.83 -0.22 0.43
P 1.30 0.78 -0.37 3.55
C -0.21 1.30 0.17 -2.23
P -1.69 0.80 -0.40 2.61
N -1.73 -0.84 -0.26 0.55
Si -2.20 -2.12 -1.33 0.00
C -1.17 -2.09 -2.90 -0.35
C -4.00 -1.95 -1.84 -1.31
C -2.05 -3.79 -0.52 -1.13
C -2.29 1.34 -2.05 -0.04
C -1.35 1.57 -3.05 -0.55
C -1.75 1.97 -4.32 -0.64
C -3.09 2.15 -4.60 -0.61
C -4.04 1.95 -3.60 -0.62
C -3.64 1.55 -2.33 -0.55
C -2.99 1.50 0.66 0.14
C -4.16 0.79 0.93 -0.01
C -5.15 1.34 1.72 -0.68
C -4.99 2.61 2.25 -0.63
C -3.83 3.32 1.99 -0.60
C -2.83 2.77 1.20 -0.89
C 1.86 1.29 -2.03 -0.14
C 1.83 0.37 -3.07 0.38
C 2.12 0.76 -4.37 -1.04
C 2.44 2.08 -4.64 -0.62
C 2.46 3.01 -3.61 -0.87
C 2.17 2.62 -2.31 -0.40
C 2.54 1.58 0.72 0.00
C 3.89 1.63 0.38 -0.05
C 4.83 2.14 1.27 -0.81
C 4.42 2.59 2.52 -0.64
C 3.08 2.56 2.86 -0.65
C 2.14 2.06 1.96 -1.06
H 4.74 -2.45 -1.36 0.48
H 4.63 -0.74 -0.97 0.29
H 3.81 -1.38 -2.40 0.35
H 2.72 -4.34 -1.19 0.47
H 1.32 -3.49 -1.86 0.28
H 1.25 -4.13 -0.21 0.28
H 4.12 -3.13 1.35 0.55
H 2.59 -2.72 2.13 0.22
H 3.80 -1.45 1.82 0.26
H -1.40 -1.20 -3.50 0.25
H -1.34 -2.97 -3.51 0.52
H -0.11 -2.05 -2.64 -0.45
H -4.22 -1.03 -2.38 0.31
H -4.67 -2.02 -0.98 0.33
H -4.23 -2.79 -2.51 0.44
H -1.02 -4.13 -0.42 0.24
H -2.61 -4.50 -1.13 0.39
H -2.48 -3.79 0.49 0.30
H -0.31 1.45 -2.83 0.79
H -1.00 2.14 -5.08 0.48
H -3.41 2.46 -5.59 0.37
H -5.09 2.10 -3.81 0.42
H -4.38 1.42 -1.56 0.42
H -4.26 -0.22 0.54 0.14
H -6.05 0.77 1.94 0.41
H -5.76 3.04 2.88 0.37
H -3.69 4.31 2.42 0.39
H -1.90 3.30 1.02 0.36
H 1.55 -0.66 -2.86 0.21
H 2.09 0.03 -5.17 0.41
H 2.66 2.40 -5.65 0.39
H 2.71 4.05 -3.81 0.41
H 2.19 3.34 -1.51 0.52
H 4.22 1.29 -0.60 0.38
H 5.87 2.18 0.99 0.42
H 5.15 2.98 3.22 0.37
H 2.75 2.92 3.83 0.45
H 1.08 2.05 2.20 0.48
F 2.18 -1.57 7.35 -0.33
C 1.29 -1.34 6.38 0.54
C 1.71 -1.06 5.09 -0.57
F 3.01 -1.01 4.81 -0.32
C 0.76 -0.83 4.12 -0.34
F 1.24 -0.54 2.87 0.83
C -0.61 -0.86 4.34 0.28
Se -1.88 -0.48 2.98 -0.29
C -0.99 -1.13 5.65 0.33
F -2.29 -1.17 5.97 -0.34
C -0.07 -1.37 6.65 0.20
F -0.48 -1.64 7.90 -0.32
N 0.01 -3.75 2.07 -0.81
C -0.16 -2.66 1.72 -0.14
```

Calculated values
E_HOMO   -4.68 eV
HOMO-LUMO gap   7.15 eV
E   -160773.3330 eV
Relative energy (zero: lowest compared OMol25 entry of this formula, charge and spin)   0.000 eV
Charge   -1

(8)
ORCA calculation (wB97M-V/def2-TZVPD) on C54H60N3O2P2Se4Zr as an isolated structure in a non-equilibrium geometry.

The geometry in XYZ format:
```
126
Properties=species:S:1:pos:R:3:mulliken_charge:R:1
Zr 0.41 -1.97 0.12 -0.58
C 6.46 -0.16 -4.87 -1.79
C 6.18 0.25 -3.42 2.11
C 7.31 -0.31 -2.55 -1.86
C 6.19 1.78 -3.31 -1.59
C 4.81 -0.27 -2.99 -0.71
C 4.62 -1.00 -1.83 -0.37
C 3.34 -1.38 -1.44 -0.36
Se 3.08 -2.47 0.13 -0.05
C 3.22 -1.10 1.49 -0.25
C 4.46 -0.54 1.76 -0.51
C 4.62 0.37 2.79 -0.61
C 3.50 0.59 3.61 -0.07
C 2.26 0.01 3.41 -0.45
C 2.08 -0.79 2.25 1.90
O 0.89 -1.22 1.85 -0.30
C 1.12 0.19 4.42 2.60
C 1.62 0.87 5.70 -2.42
C 0.01 1.06 3.81 -0.94
C 0.55 -1.18 4.83 -1.92
C 5.93 1.09 3.05 2.26
C 6.36 0.90 4.52 -1.78
C 5.75 2.59 2.77 -1.64
C 7.07 0.58 2.16 -2.25
C 2.19 -1.07 -2.19 1.89
O 1.00 -1.44 -1.70 -0.77
C 2.38 -0.40 -3.43 -0.79
C 3.67 0.00 -3.75 0.11
C 1.23 -0.07 -4.38 2.77
C 1.74 0.35 -5.76 -2.44
C 0.44 1.11 -3.80 -1.15
C 0.31 -1.28 -4.60 -1.86
H 7.47 0.16 -5.16 0.46
H 6.40 -1.25 -4.98 0.37
H 5.75 0.28 -5.57 0.33
H 8.27 0.07 -2.92 0.47
H 7.21 0.01 -1.51 0.11
H 7.33 -1.40 -2.58 0.40
H 7.17 2.17 -3.60 0.48
H 5.44 2.23 -3.95 0.31
H 5.99 2.08 -2.28 0.29
H 5.44 -1.30 -1.20 0.55
H 5.29 -0.83 1.13 0.34
H 3.63 1.24 4.46 0.25
H 1.94 1.90 5.51 0.36
H 0.80 0.91 6.42 0.48
H 2.45 0.32 6.15 0.44
H 0.41 2.01 3.46 0.29
H -0.44 0.55 2.96 -0.33
H -0.77 1.25 4.55 0.51
H 1.32 -1.80 5.29 0.42
H -0.25 -1.02 5.56 0.45
H 0.14 -1.72 3.98 0.23
H 5.64 1.33 5.21 0.35
H 6.46 -0.16 4.74 0.36
H 7.33 1.38 4.69 0.46
H 5.00 3.03 3.43 0.32
H 6.69 3.12 2.92 0.48
H 5.42 2.75 1.74 0.31
H 7.24 -0.49 2.31 0.40
H 6.85 0.76 1.10 0.33
H 7.99 1.11 2.40 0.47
H 3.81 0.54 -4.68 0.14
H 2.30 1.29 -5.73 0.36
H 2.38 -0.42 -6.20 0.41
H 0.89 0.50 -6.43 0.52
H 1.09 1.98 -3.69 0.27
H -0.39 1.37 -4.45 0.40
H 0.05 0.86 -2.81 -0.06
H 0.86 -2.10 -5.08 0.42
H -0.11 -1.65 -3.67 0.15
H -0.52 -0.99 -5.26 0.45
Se -6.00 1.22 -0.07 -0.33
P -5.57 -0.85 0.04 1.16
C -6.51 -1.73 -1.25 0.46
C -7.51 -2.64 -0.95 -0.50
C -8.25 -3.21 -1.98 -0.67
C -7.98 -2.87 -3.29 -0.52
C -6.97 -1.97 -3.59 -0.67
C -6.24 -1.39 -2.57 -0.43
C -6.12 -1.57 1.62 0.47
C -7.33 -1.12 2.15 -0.64
C -7.80 -1.65 3.34 -0.71
C -7.06 -2.62 4.01 -0.53
C -5.85 -3.06 3.48 -0.72
C -5.38 -2.54 2.28 -0.31
C -3.89 -1.41 -0.20 0.22
C -2.62 -0.82 -0.14 -0.87
N -1.74 -1.84 -0.35 1.07
N -2.43 -2.96 -0.56 -1.03
N -3.70 -2.72 -0.48 -0.18
P -2.04 0.87 0.00 0.74
Se 0.07 1.08 0.05 -0.07
C -2.69 1.65 -1.53 0.97
C -2.96 3.01 -1.65 -0.44
C -3.38 3.53 -2.86 -0.91
C -3.53 2.70 -3.97 -0.61
C -3.24 1.35 -3.86 -0.95
C -2.81 0.83 -2.65 -0.29
C -2.82 1.49 1.52 1.18
C -3.28 0.57 2.46 -0.20
C -3.84 1.01 3.65 -0.80
C -3.92 2.36 3.92 -0.71
C -3.42 3.28 3.01 -0.97
C -2.87 2.85 1.82 -0.92
H -7.70 -2.91 0.08 0.32
H -9.03 -3.92 -1.74 0.39
H -8.56 -3.32 -4.09 0.36
H -6.76 -1.71 -4.62 0.41
H -5.46 -0.67 -2.79 0.39
H -7.88 -0.34 1.63 0.39
H -8.75 -1.31 3.74 0.41
H -7.42 -3.02 4.94 0.38
H -5.28 -3.81 4.00 0.43
H -4.45 -2.91 1.86 0.59
H -2.89 3.66 -0.79 0.05
H -3.61 4.58 -2.95 0.43
H -3.86 3.11 -4.91 0.38
H -3.34 0.69 -4.71 0.51
H -2.57 -0.23 -2.58 0.73
H -3.19 -0.49 2.28 0.76
H -4.23 0.28 4.35 0.45
H -4.36 2.71 4.85 0.38
H -3.47 4.34 3.22 0.40
H -2.47 3.57 1.12 0.42
Se 0.20 -4.33 0.86 -0.76
```

Calculated values
E_HOMO   -3.88 eV
HOMO-LUMO gap   6.06 eV
E   -346788.9762 eV
Relative energy (zero: lowest compared OMol25 entry of this formula, charge and spin)   0.536 eV
Charge   -1

> The lowest E belongs to which entry?

C54H60N3O2P2Se4Zr